1.
Molecular formula: C28H28ClN3O3S
Method: DFT, ωB97M-V/def2-TZVPD

Element x y z (Å)
C (-2.24, 4.70, -0.40)
N (-1.98, 3.29, -0.23)
C (-2.99, 2.40, 0.00)
O (-4.18, 2.68, 0.13)
C (-2.36, 1.01, 0.08)
C (-2.88, 0.07, -1.01)
C (-4.35, -0.21, -0.87)
C (-5.21, 0.11, -1.92)
C (-6.59, -0.04, -1.75)
C (-7.09, -0.56, -0.54)
C (-6.22, -0.96, 0.47)
C (-4.84, -0.79, 0.31)
N (-0.93, 1.29, -0.06)
C (-0.02, 0.29, -0.03)
C (1.35, 0.50, -0.15)
C (2.34, -0.47, -0.03)
C (3.73, -0.16, -0.23)
C (4.75, -1.16, -0.14)
C (6.09, -0.84, -0.23)
C (6.49, 0.50, -0.46)
N (7.85, 0.84, -0.60)
O (8.13, 2.04, -0.83)
O (8.73, -0.05, -0.51)
C (5.51, 1.51, -0.59)
C (4.17, 1.17, -0.51)
C (-0.63, 2.72, -0.28)
C (-0.01, 2.98, -1.67)
C (0.23, 3.36, 0.82)
H (-3.31, 4.88, -0.33)
H (-1.72, 5.28, 0.36)
H (-1.88, 5.05, -1.38)
H (-2.56, 0.59, 1.08)
H (-2.66, 0.50, -2.01)
H (-2.31, -0.87, -0.94)
H (-4.81, 0.51, -2.85)
H (-7.28, 0.27, -2.54)
H (-8.17, -0.65, -0.40)
H (-6.62, -1.36, 1.41)
H (-4.15, -1.09, 1.11)
H (-0.42, -0.72, 0.14)
H (1.65, 1.53, -0.35)
H (2.00, -1.48, 0.42)
H (4.47, -2.20, 0.04)
H (6.88, -1.58, -0.12)
H (5.83, 2.53, -0.75)
H (3.44, 1.98, -0.61)
H (-0.72, 2.68, -2.45)
H (0.20, 4.06, -1.77)
H (0.93, 2.44, -1.81)
H (-0.32, 3.33, 1.77)
H (1.18, 2.84, 0.94)
H (0.44, 4.41, 0.56)
Cl (-1.91, -5.24, 2.54)
C (-0.22, -5.08, 2.17)
C (0.73, -5.74, 2.95)
C (2.09, -5.66, 2.58)
C (2.49, -4.84, 1.52)
C (1.54, -4.07, 0.80)
S (2.02, -3.06, -0.47)
C (0.16, -4.28, 1.08)
H (0.42, -6.31, 3.83)
H (2.83, -6.25, 3.13)
H (3.52, -4.80, 1.17)
H (-0.59, -3.84, 0.41)

- max |F| (eV Å⁻¹) = 3.4
- molar mass (g mol⁻¹) = 522.1
- calculated total energy (Eh) = -2331.9568
- HOMO (eV) = -6.621
- energy relative to the best compared isomer or geometry (same formula, charge and spin) (eV) = 0.2895
- Kohn-Sham gap (eV) = 4.31

Here are the natural (NBO) charges for atoms 1 to 4, given in e: C -0.420; N -0.456; C 0.681; O -0.592

---

2.
Molecular formula: C28H28F8NO3S2
Method: DFT, ωB97M-V/def2-TZVPD

Element x y z (Å)
N (-4.85, 6.51, 2.24)
C (-4.39, 5.13, 1.82)
C (-4.70, 4.06, 2.98)
O (-5.73, 4.59, 3.84)
C (-3.42, 3.76, 3.94)
S (-2.44, 2.37, 3.22)
F (-2.41, 1.18, 4.41)
S (-0.40, 2.87, 2.90)
O (0.34, 3.09, 4.18)
O (0.22, 1.68, 2.21)
C (-0.13, 4.33, 1.76)
F (1.24, 4.63, 1.83)
F (-0.34, 3.87, 0.45)
F (-0.85, 5.47, 2.08)
H (-4.45, 6.74, 3.16)
H (-4.42, 7.18, 1.58)
H (-3.32, 5.11, 1.44)
H (-5.08, 4.85, 0.94)
H (-5.09, 3.09, 2.49)
H (-5.28, 5.08, 4.56)
H (-3.84, 3.40, 4.94)
H (-2.80, 4.69, 4.17)
F (-3.78, 0.63, 0.17)
C (-2.74, -0.05, -0.37)
C (-1.94, -0.83, 0.45)
C (-0.88, -1.54, -0.10)
C (-0.62, -1.45, -1.47)
C (-1.43, -0.66, -2.28)
C (-2.50, 0.04, -1.73)
H (-2.15, -0.88, 1.51)
H (-0.25, -2.15, 0.53)
H (0.21, -1.99, -1.90)
H (-1.23, -0.58, -3.34)
H (-3.15, 0.65, -2.35)
F (3.20, -4.69, 3.78)
C (2.77, -3.43, 3.66)
C (3.64, -2.45, 3.22)
C (3.19, -1.14, 3.10)
C (1.88, -0.82, 3.43)
C (1.01, -1.81, 3.88)
C (1.46, -3.13, 4.00)
H (4.66, -2.71, 2.97)
H (3.86, -0.36, 2.74)
H (1.53, 0.20, 3.34)
H (-0.01, -1.57, 4.15)
H (0.80, -3.91, 4.34)
F (-2.48, -1.67, -5.41)
C (-1.45, -2.35, -5.94)
C (-0.65, -3.13, -5.12)
C (0.41, -3.83, -5.68)
C (0.67, -3.75, -7.04)
C (-0.14, -2.96, -7.85)
C (-1.21, -2.26, -7.30)
H (-0.86, -3.18, -4.06)
H (1.04, -4.45, -5.04)
H (1.50, -4.29, -7.47)
H (0.06, -2.88, -8.92)
H (-1.85, -1.65, -7.92)
F (2.29, -1.78, -1.57)
C (3.62, -1.83, -1.42)
C (4.28, -3.05, -1.55)
C (5.66, -3.10, -1.40)
C (6.37, -1.95, -1.10)
C (5.70, -0.73, -0.96)
C (4.32, -0.67, -1.12)
H (3.70, -3.94, -1.78)
H (6.18, -4.05, -1.51)
H (7.44, -1.99, -0.97)
H (6.26, 0.17, -0.72)
H (3.79, 0.26, -1.03)

- max |F| (eV Å⁻¹) = 10.5
- molar mass (g mol⁻¹) = 642.7
- calculated total energy (Eh) = -2959.0260
- HOMO (eV) = -10.677
- net charge = +1
- Kohn-Sham gap (eV) = 3.13

Here are the natural (NBO) charges for atoms 1 to 4, given in e: N -0.798; C -0.265; C 0.085; O -0.650

---

3.
Molecular formula: C28H28ILiN2P
Method: DFT, ωB97M-V/def2-TZVPD

Element x y z (Å)
Li (-0.94, -1.01, 1.30)
I (0.16, 0.71, 3.08)
C (0.14, 2.72, 2.45)
C (0.30, 3.53, 3.54)
C (0.42, 4.93, 3.40)
C (0.40, 5.46, 2.16)
C (0.23, 4.65, 1.01)
C (0.24, 5.30, -0.24)
C (0.09, 4.60, -1.40)
C (-0.13, 3.22, -1.31)
C (-0.16, 2.53, -0.13)
P (-0.63, 0.76, -0.35)
C (-2.16, 0.89, -1.32)
C (-3.35, 0.97, -0.59)
C (-4.57, 1.11, -1.23)
C (-4.61, 1.16, -2.62)
C (-3.44, 1.08, -3.36)
C (-2.22, 0.95, -2.71)
C (0.65, 0.14, -1.49)
C (0.39, -1.01, -2.23)
C (1.39, -1.63, -2.95)
C (2.68, -1.11, -2.93)
C (2.95, 0.03, -2.19)
C (1.94, 0.66, -1.47)
C (0.05, 3.23, 1.11)
H (0.36, 3.10, 4.53)
H (0.55, 5.54, 4.28)
H (0.51, 6.53, 2.01)
H (0.38, 6.37, -0.26)
H (0.10, 5.09, -2.36)
H (-0.28, 2.68, -2.24)
H (-3.33, 0.94, 0.50)
H (-5.48, 1.18, -0.66)
H (-5.56, 1.26, -3.13)
H (-3.47, 1.12, -4.44)
H (-1.31, 0.89, -3.29)
H (-0.61, -1.43, -2.25)
H (1.17, -2.51, -3.54)
H (3.47, -1.59, -3.49)
H (3.95, 0.44, -2.18)
H (2.17, 1.55, -0.91)
C (1.62, -2.41, 0.96)
C (2.39, -3.75, 0.95)
N (1.52, -4.84, 1.39)
C (1.04, -4.57, 2.74)
C (0.25, -3.23, 2.76)
N (0.22, -2.64, 1.40)
C (-0.41, -3.61, 0.48)
C (0.38, -4.94, 0.48)
H (1.59, -1.96, -0.04)
H (2.07, -1.68, 1.63)
H (3.25, -3.71, 1.62)
H (2.76, -3.99, -0.05)
H (1.89, -4.52, 3.41)
H (0.41, -5.39, 3.06)
H (0.72, -2.50, 3.43)
H (-0.78, -3.37, 3.09)
H (-0.43, -3.16, -0.52)
H (-1.44, -3.77, 0.80)
H (0.76, -5.17, -0.52)
H (-0.25, -5.77, 0.80)

- max |F| (eV Å⁻¹) = 0.3
- molar mass (g mol⁻¹) = 557.4
- calculated total energy (Eh) = -1839.7023
- HOMO (eV) = -10.990
- net charge = +1
- energy relative to the best compared isomer or geometry (same formula, charge and spin) (eV) = 0.1481
- Kohn-Sham gap (eV) = 8.34

Here are the natural (NBO) charges for atoms 1 to 4, given in e: Li 0.859; I 0.142; C -0.125; C -0.212

---

4.
Molecular formula: C28H28N4O4
Method: DFT, ωB97M-V/def2-TZVPD

Element x y z (Å)
C (3.44, 2.14, -5.11)
H (4.47, 1.85, -5.34)
O (3.15, 2.00, -3.74)
C (3.14, 0.75, -3.21)
C (3.56, -0.39, -3.88)
C (3.55, -1.63, -3.24)
C (3.14, -1.73, -1.93)
C (2.71, -0.60, -1.26)
C (2.68, 0.64, -1.88)
C (2.14, 1.85, -1.17)
H (1.91, 1.59, -0.14)
H (2.89, 2.65, -1.18)
C (0.87, 2.39, -1.87)
C (-0.06, 1.27, -2.26)
O (0.05, 0.67, -3.31)
N (-1.01, 0.92, -1.35)
C (-1.24, 1.59, -0.12)
C (-0.72, 1.10, 1.05)
N (0.18, 0.07, 1.05)
H (0.19, -0.53, 1.86)
H (0.25, -0.41, 0.16)
N (-1.00, 1.70, 2.25)
C (-1.85, 2.79, 2.35)
O (-2.12, 3.30, 3.42)
N (-2.37, 3.23, 1.17)
C (-2.15, 2.71, -0.11)
O (-2.71, 3.20, -1.07)
H (-2.99, 4.02, 1.23)
C (-0.41, 1.19, 3.48)
C (-0.96, -0.16, 3.87)
C (-2.33, -0.33, 3.98)
C (-2.85, -1.56, 4.33)
C (-2.00, -2.63, 4.58)
C (-0.63, -2.46, 4.47)
C (-0.11, -1.23, 4.11)
H (0.96, -1.10, 4.05)
H (0.03, -3.29, 4.66)
H (-2.41, -3.59, 4.86)
H (-3.92, -1.69, 4.43)
H (-2.99, 0.51, 3.80)
H (-0.66, 1.93, 4.25)
H (0.68, 1.16, 3.37)
C (-2.01, -0.09, -1.72)
C (-1.81, -1.32, -0.88)
C (-0.71, -2.14, -1.13)
C (-0.45, -3.22, -0.30)
C (-1.28, -3.49, 0.77)
C (-2.38, -2.69, 1.02)
C (-2.64, -1.60, 0.20)
H (-3.49, -0.97, 0.40)
H (-3.03, -2.90, 1.85)
H (-1.08, -4.34, 1.42)
H (0.40, -3.85, -0.50)
H (-0.06, -1.92, -1.96)
H (-3.00, 0.33, -1.58)
H (-1.84, -0.31, -2.78)
H (1.17, 2.89, -2.79)
H (0.37, 3.11, -1.22)
H (2.39, -0.67, -0.23)
H (3.15, -2.69, -1.43)
H (3.88, -2.50, -3.79)
H (3.89, -0.34, -4.90)
H (2.74, 1.57, -5.72)
H (3.31, 3.21, -5.32)

- max |F| (eV Å⁻¹) = 0.8
- molar mass (g mol⁻¹) = 484.6
- calculated total energy (Eh) = -1603.8667
- HOMO (eV) = -8.287
- structure (SMILES) = COc1ccccc1CCC(=O)N(Cc1ccccc1)c1c(N)n(Cc2ccccc2)c(=O)[nH]c1=O
- energy relative to the best compared isomer or geometry (same formula, charge and spin) (eV) = 0.0000
- Kohn-Sham gap (eV) = 8.82

Here are the natural (NBO) charges for atoms 1 to 4, given in e: C -0.252; H 0.173; O -0.520; C 0.400

---

Number 1: LUMO energy -2.32 eV. Number 2: LUMO energy -7.55 eV. Number 3: LUMO energy -2.65 eV. Number 4: LUMO energy 0.53 eV.